{
  "formula": "C12H14BF4IN2Pt",
  "method": "ωB97M-V/def2-TZVPD",
  "lumo_energy_ha": [-0.0527, -0.0792],
  "gap_ev": [5.97, 6.17],
  "s_squared": 2.0138,
  "multiplicity": 3,
  "e_above_lowest_kcal_mol": 63.1,
  "species": ["Pt", "I", "F", "F", "F", "F", "N", "N", "C", "C", "C", "C", "C", "C", "C", "C", "C", "C", "C", "C", "B", "H", "H", "H", "H", "H", "H", "H", "H", "H", "H", "H", "H", "H", "H"],
  "positions_angstrom": [[0.15118, -0.03819, 0.78006], [2.72650, -0.13231, 0.44408], [1.08266, 0.77409, 5.09515], [-1.25491, 0.55824, 5.22794], [0.12547, -1.32956, 5.12704], [-0.25990, 0.12080, 3.25614], [-0.08679, 1.31336, -0.88433], [-0.30389, -1.31295, -0.86924], [-0.07696, 1.49616, -3.28481], [-0.32606, -0.72781, -2.11022], [0.17439, 3.45900, -1.91215], [-0.52971, -3.47490, -1.87442], [-0.56918, -2.89080, -3.14917], [-0.18002, 0.72610, -2.12055], [-0.39391, -2.66017, -0.75971], [-0.45596, -1.51181, -3.26256], [0.08300, 2.65392, -0.78458], [0.09024, 2.87289, -3.18454], [0.19847, -1.69499, 2.13093], [0.18233, 1.69042, 2.12628], [-0.04640, 0.03738, 4.90623], [-0.34843, -3.07159, 0.24671], [-0.60930, -4.54879, -1.74155], [0.17677, 3.05189, 0.22826], [-0.07242, 1.88374, 3.23036], [-0.68455, -3.48784, -4.03768], [-0.60986, 2.41303, 1.88870], [-0.13857, 0.96485, -4.23473], [0.15473, 3.46209, -4.08352], [-0.71822, -1.81717, 2.78249], [0.31459, 4.53168, -1.79372], [1.24053, 1.90700, 2.25494], [1.06330, -1.56739, 2.83900], [0.38418, -2.66751, 1.73838], [-0.48329, -0.98284, -4.21523]],
  "forces_ev_per_angstrom": [[-1.86, -1.96, -0.52], [1.32, -0.12, -0.36], [-0.33, 0.11, 0.33], [0.12, 0.15, 0.93], [-0.28, 1.24, 0.08], [-0.53, -0.06, 2.28], [0.17, 1.01, -0.88], [0.35, -0.36, -0.25], [-0.21, -0.44, 0.41], [0.00, -1.35, 0.91], [-0.11, -0.13, -0.37], [-0.07, 0.37, -0.45], [0.09, 0.24, 0.67], [0.36, 1.52, 0.97], [-0.07, 0.58, -0.45], [-0.09, 0.54, 0.42], [0.02, -0.89, -0.65], [-0.04, -0.35, 0.69], [0.51, 0.28, 1.43], [-0.75, 1.23, 2.63], [0.09, -1.05, -1.26], [-0.09, 0.22, -0.47], [0.02, 0.17, -0.04], [-0.02, -0.14, -0.53], [0.61, -0.11, -0.93], [0.00, -0.17, -0.08], [0.24, -0.28, -1.09], [0.07, 0.53, 0.15], [0.06, 0.18, -0.06], [0.84, 0.40, -1.10], [-0.03, -0.26, -0.07], [0.19, 0.04, -0.63], [-0.91, 0.07, -0.77], [0.31, -0.67, -1.07], [0.00, -0.51, 0.16]]
}